DFT (ωB97M-V with the def2-TZVPD basis set) results for a 8-piece molecular cluster, C23H67N11O8 overall.

XYZ file:
```
109
Properties=species:S:1:pos:R:3:forces:R:3
C 9.78984 5.34462 -4.72105 -1.3 -0.5 0.4
O 8.55895 4.60472 -4.52667 0.0 1.0 -1.0
C 8.12760 4.65425 -3.16832 -0.2 -0.7 -0.8
C 6.67819 4.04297 -3.06085 -0.7 1.3 -0.4
C 5.56758 4.85108 -3.88591 1.2 -1.5 -0.6
N 6.19703 4.02905 -1.70026 -0.2 0.6 1.2
H 10.51533 4.77689 -4.13842 0.7 0.5 -0.3
H 9.69261 6.38765 -4.41984 -0.1 0.0 0.8
H 10.02331 5.49677 -5.77483 0.0 -1.0 -0.1
H 8.87432 4.06690 -2.63398 -0.3 -0.3 0.7
H 8.24528 5.68106 -2.82201 -0.6 0.2 0.3
H 6.71566 2.97936 -3.29629 0.2 0.2 -0.9
H 5.22386 5.77683 -3.42442 0.7 0.3 0.1
H 4.64393 4.27576 -3.94904 0.1 -0.4 0.1
H 5.90939 4.97269 -4.91375 -0.1 0.5 0.0
H 5.44992 3.35841 -1.58997 0.2 -0.7 -0.1
H 5.63534 4.86492 -1.62333 0.3 0.6 0.6
C -5.76831 0.26626 -3.97359 -1.0 0.0 0.1
O -6.00819 0.24288 -2.58262 0.5 1.7 1.3
C -5.86332 1.58369 -1.97216 -1.5 -1.0 0.6
C -6.26457 1.49905 -0.41767 2.2 1.4 -0.1
C -6.04073 2.87559 0.32004 -1.1 -0.4 -1.5
N -5.31888 0.60105 0.16245 1.0 -1.2 0.3
H -4.76077 0.41185 -4.36319 0.5 0.0 0.7
H -6.35768 1.10507 -4.34394 -0.3 -0.2 -0.7
H -6.10915 -0.71436 -4.30574 -0.2 0.2 -0.4
H -4.87905 1.94471 -2.27047 0.5 -0.1 1.1
H -6.51663 2.34253 -2.40278 -0.6 -0.3 -0.5
H -7.23328 1.06880 -0.16349 -0.7 0.6 -1.1
H -6.06614 2.88713 1.40968 0.0 -0.7 0.0
H -6.89677 3.47909 0.01829 0.2 0.6 -0.1
H -5.09681 3.31949 0.00374 -0.1 0.0 -0.1
H -5.57675 0.47222 1.13044 0.2 -0.2 0.3
H -5.50125 -0.27771 -0.30084 0.4 -0.5 0.1
C -7.98782 -5.08591 -4.50020 0.4 -1.4 1.7
O -7.25669 -4.64036 -3.32275 -0.6 1.0 -0.1
C -6.73761 -5.54944 -2.35993 1.6 -2.1 -2.4
C -5.77815 -4.93674 -1.32306 -0.7 1.6 -0.1
C -4.40088 -4.46623 -1.94824 -1.5 -0.8 -0.9
N -5.75950 -5.64055 -0.02305 0.2 0.6 -0.7
H -8.99637 -4.67254 -4.49391 0.4 0.7 -0.3
H -8.19301 -6.15473 -4.43994 0.2 -0.4 0.2
H -7.40935 -4.99429 -5.41948 -0.1 0.7 0.1
H -7.43428 -6.31481 -2.01793 -0.8 0.7 0.8
H -6.09052 -6.21844 -2.92721 0.5 -0.5 -0.5
H -6.36691 -4.04286 -1.11706 0.5 0.6 0.5
H -3.68242 -3.96063 -1.30305 -0.2 -0.4 0.1
H -4.59677 -3.84160 -2.81977 -0.6 0.9 0.5
H -3.99740 -5.24148 -2.59960 0.7 -0.9 0.9
H -5.46420 -6.60619 -0.04377 0.1 -0.1 -0.3
H -6.72257 -5.61190 0.27993 0.0 -0.3 0.4
C 3.84662 -1.17623 -3.53952 0.2 0.8 1.0
O 4.95767 -1.22322 -2.61637 -1.0 0.0 -1.0
C 5.64451 -2.42778 -2.62470 2.0 -1.5 -0.5
C 6.48817 -2.72479 -3.96444 -1.0 0.1 2.1
C 7.51819 -3.88160 -3.88738 -0.5 -0.3 -0.9
N 7.22313 -1.51365 -4.12676 0.9 1.1 -0.5
H 3.20864 -2.05977 -3.56055 0.4 -0.4 0.2
H 4.16795 -0.92652 -4.55071 0.0 0.0 0.0
H 3.23452 -0.37747 -3.12071 -0.1 0.1 -0.4
H 6.44757 -2.32285 -1.89519 -0.1 0.1 0.4
H 5.01862 -3.26050 -2.30386 -0.2 -0.2 -0.2
H 5.76514 -2.70078 -4.77977 -0.1 -1.4 -0.2
H 8.40663 -3.72545 -3.27549 -0.5 0.6 0.5
H 7.96793 -3.97006 -4.87632 -0.1 0.0 -0.3
H 7.14796 -4.88308 -3.66811 -0.4 0.1 0.1
H 6.62895 -0.77809 -3.77178 0.1 0.5 0.0
H 7.28556 -1.36690 -5.12410 0.5 0.4 -0.1
C -0.10810 -4.44849 7.65024 -0.8 -0.7 -1.0
O -0.35431 -4.14762 6.25769 -1.0 0.5 0.6
C -1.50710 -4.78508 5.68000 -0.2 0.7 -1.5
C -2.29287 -3.83334 4.64308 1.2 0.0 1.0
C -1.32146 -2.95935 3.79765 -0.8 -0.5 0.3
N -3.19914 -2.97157 5.35036 -0.9 1.1 1.7
H 0.83794 -3.99783 7.95026 0.1 -0.5 -0.3
H -0.21017 -5.53306 7.68741 1.0 -0.3 0.5
H -0.84087 -4.12871 8.39112 -0.5 0.7 -0.4
H -1.17659 -5.64599 5.09889 0.4 -0.1 -0.2
H -2.20993 -5.23839 6.37903 -0.1 0.5 0.6
H -3.05619 -4.38513 4.09447 1.3 -1.2 -1.1
H -1.93315 -2.52052 3.00938 0.3 -0.2 -0.5
H -0.45749 -3.52796 3.45363 -0.3 0.0 -0.4
H -0.91435 -2.09626 4.32434 -0.2 -0.3 0.6
H -3.95975 -3.55606 5.66650 -0.1 -0.2 0.7
H -3.73021 -2.37339 4.73371 0.5 0.5 -0.5
N -2.35879 8.35944 6.10529 -2.6 0.2 0.6
C -1.94645 7.11135 5.77244 -1.6 -0.9 1.2
N -0.68409 7.25306 5.43955 3.0 -2.3 -1.5
O -2.57206 6.02512 5.84383 1.0 2.6 -0.4
H -3.29378 8.39927 6.48518 0.3 0.6 0.1
H -1.68389 9.10907 6.15690 -0.8 -0.1 0.2
H -0.17483 8.12476 5.40951 -0.2 -0.6 -0.2
H -0.29883 6.37779 5.11461 0.8 0.4 -0.1
N 3.37845 2.65420 6.31961 2.0 0.6 3.1
C 2.74248 2.40078 5.18884 -1.9 5.9 3.7
N 2.99384 1.33230 4.64211 2.1 -7.2 -4.0
O 1.93403 3.17868 4.77776 -2.5 2.4 -1.4
H 3.92075 1.93137 6.77075 -0.2 0.3 0.1
H 3.05518 3.42398 6.88797 0.1 -0.3 -0.3
H 2.58817 1.35726 3.71750 0.6 -1.0 -0.3
H 3.89163 0.95418 4.90876 -0.2 -0.7 -1.0
N -0.62969 0.80012 -0.57235 -1.4 -2.3 -2.5
C -0.10603 1.76120 0.14994 3.7 0.0 -0.9
N -0.91721 2.13395 1.08253 -3.2 2.2 3.7
O 1.04258 2.14083 -0.02215 0.5 0.3 0.3
H 0.00387 0.22258 -1.10635 -0.5 0.2 -0.1
H -1.56939 0.51454 -0.33672 0.4 -0.6 -0.4
H -0.64773 2.57861 1.94842 0.2 0.3 -0.6
H -1.90764 2.03043 0.91388 0.2 -0.1 0.4
```
Positions in Å, forces in eV/Å.

Output
HOMO-LUMO gap ... 0.3459 Eh
LUMO level ... 0.478 eV
F_max ... 0.1648 Eh/bohr
HOMO level ... -0.3283 Ha
Energy relative to the best compared isomer or geometry (same formula, charge and spin) ... 656.6 kJ/mol
Structure (SMILES) ... COC[C@H](C)N.COC[C@H](C)N.COC[C@H](C)N.COC[C@H](C)N.COC[C@H](C)N.NC(N)=O.NC(N)=O.NC(N)=O



DFT (ωB97M-V with the def2-TZVPD basis set) results for a 10-piece molecular cluster, C23H67N14O11 overall.

XYZ file:
```
115
Properties=species:S:1:pos:R:3:forces:R:3
C 0.45748 -1.12584 0.26716 1.1 -0.2 -1.9
C -0.62324 -0.31551 0.90941 -0.7 0.2 0.5
O -1.61867 -0.94727 1.31199 -0.6 -0.4 0.2
O -0.46259 0.92303 0.92898 0.4 0.5 0.0
H 0.27741 -2.18892 0.10736 0.0 -0.1 0.9
H 1.47767 -0.88249 0.56397 0.0 -0.2 0.6
H 0.48272 -0.78805 -0.76887 -0.1 0.3 -0.4
C 6.62298 -2.07830 -3.75538 1.2 -0.6 0.0
C 8.18651 -1.90232 -3.60121 -0.7 1.8 -2.1
C 9.02510 -3.16672 -3.46934 -0.6 0.1 0.4
O 8.67067 -3.70877 -2.21841 -0.6 -0.6 0.8
C 8.82424 -5.08864 -1.89984 0.0 0.5 -0.4
N 8.62199 -1.02811 -4.76225 -0.1 -0.4 0.4
H 6.05512 -1.15243 -3.66372 0.4 0.1 0.6
H 6.30742 -2.85890 -3.06314 -0.3 0.3 0.2
H 6.30993 -2.40903 -4.74569 0.5 -0.3 -0.3
H 8.38683 -1.25943 -2.74408 -0.1 -0.3 0.3
H 10.07946 -2.89065 -3.45439 0.3 0.0 -0.2
H 8.84379 -3.81862 -4.32388 -0.1 -0.4 0.0
H 8.18589 -5.74811 -2.48781 0.2 0.0 -0.7
H 8.44060 -5.27107 -0.89603 0.4 0.5 0.2
H 9.87855 -5.35566 -1.97221 0.0 -0.4 0.0
H 8.40144 -1.37547 -5.68464 -0.5 -0.4 0.1
H 9.61302 -0.84110 -4.81700 0.2 0.0 0.5
C -0.06030 1.10878 -9.65538 1.2 -0.3 0.8
C 0.65936 2.18384 -10.42158 -0.3 -1.7 -0.2
C 0.59264 1.85050 -11.88555 -0.3 1.2 -0.4
O 1.28770 0.68915 -12.16245 -0.1 -0.9 -2.5
C 1.13987 0.42424 -13.60440 0.6 -1.4 1.0
N 0.07646 3.41249 -10.04987 0.0 2.4 -0.6
H -1.13862 1.10825 -9.81449 0.1 -0.4 -0.5
H 0.06145 1.26801 -8.58397 0.1 0.0 0.0
H 0.52772 0.23552 -9.93779 -1.0 -0.8 0.2
H 1.73376 2.10805 -10.25419 0.1 0.5 0.8
H 1.07246 2.66246 -12.43198 0.0 0.5 -0.3
H -0.43259 1.78194 -12.24928 -0.5 0.0 0.1
H 1.24269 1.28253 -14.26837 0.2 0.3 0.4
H 0.22139 -0.09653 -13.87515 -0.6 0.4 0.5
H 1.87036 -0.34732 -13.84766 0.4 0.4 0.0
H -0.81541 3.51801 -10.51198 -0.9 -0.7 0.4
H 0.51636 4.15106 -10.58006 0.9 0.6 0.3
C -5.72157 3.96871 8.13574 -0.9 -0.4 0.6
C -6.76786 2.68159 8.16381 4.9 3.7 1.3
C -8.00362 2.90938 9.01090 -0.4 0.1 -0.7
O -8.77422 1.72703 8.89766 0.0 -1.3 0.9
C -9.79950 1.67704 9.90770 0.5 1.5 -0.8
N -6.95322 2.43288 6.77355 -2.4 -1.5 0.1
H -6.28753 4.89269 8.01713 -0.1 0.1 0.1
H -5.01205 3.96486 7.30829 -0.5 -0.7 -0.5
H -5.02025 4.08809 8.96157 -0.5 -0.2 0.7
H -6.16875 1.95481 8.71241 -0.2 -0.7 -0.1
H -8.62341 3.76272 8.73563 -0.1 0.3 -0.7
H -7.75024 3.15529 10.04213 0.5 -0.5 0.3
H -9.36018 1.93661 10.87088 0.0 -0.1 0.2
H -10.38189 0.76183 10.01401 0.5 -0.2 -0.6
H -10.42873 2.49698 9.56146 -0.8 0.0 0.7
H -7.65382 1.73698 6.98563 -1.3 -0.6 -1.6
H -6.26365 1.82881 6.34965 0.8 0.3 0.2
C 3.58705 -5.90668 3.90100 -0.2 -0.4 -1.8
C 2.48900 -5.41749 4.82082 0.2 -2.0 0.8
C 1.19074 -6.34186 4.79866 0.5 0.9 -2.1
O 1.46314 -7.70775 4.93779 1.0 -1.0 0.1
C 0.36047 -8.51746 5.28672 -0.1 0.6 0.9
N 3.01657 -5.39141 6.17270 -0.6 0.7 1.0
H 3.21358 -5.83299 2.87964 -0.1 0.0 -0.3
H 3.87488 -6.95623 3.96182 -0.2 0.0 0.7
H 4.50411 -5.31832 3.87048 -0.2 0.2 0.6
H 2.26888 -4.39401 4.51731 -0.5 -0.1 0.1
H 0.85083 -6.18955 3.77427 -0.7 0.0 -0.2
H 0.37998 -6.08501 5.48041 0.2 0.6 0.3
H -0.04906 -8.10708 6.20975 -0.4 0.0 0.2
H 0.66935 -9.53071 5.54366 0.4 0.1 -0.4
H -0.45673 -8.55118 4.56620 0.2 0.1 -0.4
H 2.94242 -6.31320 6.57879 0.6 -0.7 -0.3
H 2.23074 -4.98795 6.66239 0.1 0.8 0.7
C -7.97506 -3.47721 3.18946 -3.3 -3.2 3.0
O -8.77019 -4.00377 3.96709 0.0 0.4 0.4
N -8.20690 -2.53689 2.37143 -1.9 5.6 -3.4
N -6.81020 -3.94516 2.92190 5.7 -3.0 0.5
H -7.33681 -2.13819 2.04884 -1.0 0.9 -0.5
H -9.03256 -1.96208 2.46083 0.3 -0.1 0.0
H -6.17859 -3.41163 2.34181 0.1 -0.5 0.3
H -6.38801 -4.51433 3.64155 0.1 -0.1 -0.3
C 4.86148 3.85850 0.09015 4.4 0.0 -0.4
O 5.99919 4.24941 -0.35552 -3.4 -0.8 1.0
N 4.73995 2.99728 1.10962 1.6 0.5 0.5
N 3.66990 4.10414 -0.36238 -2.4 2.1 -2.5
H 3.78404 2.73311 1.30078 1.1 -1.2 0.8
H 5.67708 2.63535 1.21402 -0.7 -1.1 1.3
H 2.88584 3.65374 0.08764 -0.1 0.4 -0.8
H 3.62502 4.56359 -1.26070 -0.6 0.0 0.3
C -1.65371 6.89099 -2.92379 0.3 0.6 -2.1
O -1.78472 7.99533 -3.40275 0.2 1.1 -1.2
N -1.24440 5.79343 -3.52706 1.0 -1.7 -2.6
N -1.91386 6.66394 -1.69077 -1.2 0.3 5.2
H -0.97253 5.89263 -4.49471 -0.1 -0.5 0.2
H -1.19759 4.92380 -3.01553 0.2 0.2 -0.6
H -1.90003 7.55381 -1.21323 -0.3 -0.6 0.9
H -1.73142 5.77371 -1.24998 0.0 0.6 0.3
C -4.78074 -2.41391 -3.84872 -1.7 -1.3 -2.5
O -5.41794 -2.79367 -4.79870 -0.8 -1.5 -2.1
N -3.84606 -3.06007 -3.22758 3.4 -2.5 2.3
N -5.02163 -1.26111 -3.34455 -0.6 4.7 2.5
H -3.66897 -2.77086 -2.27622 0.4 -0.3 -0.2
H -3.50902 -3.97216 -3.50069 -0.4 0.3 -0.1
H -5.77048 -0.71218 -3.74203 0.5 0.0 0.2
H -4.32654 -0.89774 -2.70822 -0.6 0.7 -0.1
C 3.01654 6.80584 5.59915 2.2 -2.5 2.8
O 3.69777 6.10081 6.35053 0.1 0.6 -0.5
N 1.88047 6.43012 5.10186 -3.9 -1.0 -2.0
N 3.28766 8.03786 5.24498 1.7 4.0 -0.7
H 1.45519 7.12988 4.51060 -0.5 -0.9 -0.1
H 1.52630 5.48436 5.08760 0.3 0.3 0.2
H 4.11353 8.51554 5.57640 -0.2 -0.4 0.0
H 2.65282 8.59343 4.68962 0.3 -0.2 0.2
```
Positions in Å, forces in eV/Å.

Output
HOMO-LUMO gap ... 0.2444 Eh
LUMO level ... 1.904 eV
F_max ... 0.1318 Eh/bohr
HOMO level ... -0.1744 Ha
Charge ... -1
Energy relative to the best compared isomer or geometry (same formula, charge and spin) ... 731.7 kJ/mol